1.
Density functional theory data (the ωB97M-V functional and the def2-TZVPD basis) for 2 unconnected molecules or ions with the total composition C5H14S in a non-equilibrium geometry.

Structure (ORCA input):
```
! wB97M-V def2-TZVPD RIJCOSX def2/J DEFGRID3
* xyz 0 1
C -0.438 1.467 0.970
C -1.376 1.456 -0.201
S -0.783 2.275 -1.695
C 0.937 1.781 -1.767
H -0.901 1.119 1.912
H 0.073 2.367 1.234
H 0.213 0.585 1.013
H -1.786 0.471 -0.442
H -2.297 1.949 0.079
H 1.241 2.064 -2.777
H 1.514 2.330 -1.025
H 1.243 0.731 -1.735
C 0.864 -2.454 1.073
C -0.266 -2.222 0.045
H 0.746 -3.471 1.438
H 1.811 -2.162 0.625
H 0.771 -1.762 1.911
H -1.182 -2.425 0.575
H -0.231 -2.870 -0.832
H -0.154 -1.231 -0.400
*
```

highest occupied orbital energy	-8.46	eV
Kohn-Sham gap	9.387	eV
E_tot	-597.0478	Eh
SMILES	CCSC.CC


2.
Density functional theory data (the ωB97M-V functional and the def2-TZVPD basis) for 2 unconnected molecules or ions with the total composition C5H14S2 in a non-equilibrium geometry.

Structure (ORCA input):
```
! wB97M-V def2-TZVPD RIJCOSX def2/J DEFGRID3
* xyz 0 1
C -0.679 -1.440 -1.769
C -0.264 -2.983 -1.617
S 1.300 -3.349 -0.568
C 2.154 -1.687 -0.300
H 0.053 -0.994 -2.358
H -0.819 -0.950 -0.792
H -1.667 -1.253 -2.320
H -1.119 -3.415 -1.096
H -0.133 -3.458 -2.610
H 1.796 -1.035 -1.200
H 3.231 -1.969 -0.837
H 2.092 -1.261 0.651
C -0.340 1.584 2.644
S 0.159 3.141 1.972
C -1.023 3.775 0.582
H -0.654 1.709 3.671
H 0.553 0.889 2.664
H -1.077 1.066 2.083
H -1.884 4.293 1.075
H -1.282 2.854 0.118
H -0.396 4.484 0.006
*
```

highest occupied orbital energy	-8.45	eV
Kohn-Sham gap	9.123	eV
E_tot	-995.1874	Eh
SMILES	CCSC.CSC


3.
Density functional theory data (the ωB97M-V functional and the def2-TZVPD basis) for 2 unconnected molecules or ions with the total composition C5H14S2 in a non-equilibrium geometry.

Structure (ORCA input):
```
! wB97M-V def2-TZVPD RIJCOSX def2/J DEFGRID3
* xyz 0 1
C -0.075 -0.606 0.141
C -0.835 -1.988 -0.103
S -0.150 -3.310 0.956
C -0.885 -2.633 2.521
H 0.745 -0.653 -0.493
H 0.124 -0.334 1.196
H -0.779 0.199 -0.203
H -1.913 -1.921 0.165
H -0.822 -2.367 -1.123
H -0.253 -2.941 3.295
H -1.945 -2.789 2.531
H -0.513 -1.619 2.504
C 2.168 2.433 -0.779
S 1.238 2.035 -2.313
C -0.582 2.179 -1.834
H 3.085 1.863 -0.627
H 1.576 2.168 0.157
H 2.469 3.518 -0.737
H -0.539 2.337 -0.791
H -1.156 1.309 -2.211
H -0.957 3.121 -2.252
*
```

highest occupied orbital energy	-8.46	eV
Kohn-Sham gap	9.379	eV
E_tot	-995.2169	Eh
SMILES	CCSC.CSC


4.
Density functional theory data (the ωB97M-V functional and the def2-TZVPD basis) for 2 unconnected molecules or ions with the total composition C5H14SSi.

Structure (ORCA input):
```
! wB97M-V def2-TZVPD RIJCOSX def2/J DEFGRID3
* xyz 0 1
C 0.986 2.886 0.170
C -0.517 -0.251 -1.793
C -0.476 -2.485 0.339
C -1.661 0.314 1.093
C 1.350 -0.080 0.699
Si -0.334 -0.590 0.077
S 2.842 -0.452 -0.069
H 1.023 3.133 1.207
H 0.044 2.882 -0.332
H 1.885 2.910 -0.407
H 0.335 -0.621 -2.359
H -1.401 -0.745 -2.187
H -0.610 0.810 -2.004
H -1.403 -2.887 -0.059
H 0.345 -3.009 -0.145
H -0.439 -2.732 1.396
H -2.095 -0.343 1.841
H -1.251 1.175 1.608
H -2.469 0.662 0.459
H 1.510 0.316 1.686
H 2.337 -0.895 -1.221
*
```

highest occupied orbital energy (spin up / spin down)	-8.54 / -7.24	eV
Kohn-Sham gap (spin up / spin down)	8.782 / 7.617	eV
E_tot	-886.4866	Eh


5.
Density functional theory data (the ωB97M-V functional and the def2-TZVPD basis) for 2 unconnected molecules or ions with the total composition C5H14Si in a non-equilibrium geometry.

Structure (ORCA input):
```
! wB97M-V def2-TZVPD RIJCOSX def2/J DEFGRID3
* xyz 0 1
C 1.188 1.404 -0.105
C -0.016 0.359 1.863
C 1.511 -0.975 0.424
C -1.721 0.399 -2.233
C 0.469 0.159 0.381
Si -1.150 -0.285 -0.532
H 1.138 1.568 -1.277
H 0.755 2.307 0.381
H 2.227 1.353 0.107
H 0.747 0.282 2.626
H -0.640 -0.503 2.097
H -0.563 1.282 1.941
H 2.329 -0.529 1.126
H 1.132 -1.897 0.775
H 2.023 -1.175 -0.521
H -0.835 0.402 -2.814
H -2.407 -0.326 -2.663
H -2.203 1.411 -2.075
H -0.154 -2.785 -0.753
H -2.342 -0.392 0.360
*
```

highest occupied orbital energy (spin up / spin down)	-7.89 / -7.89	eV
Kohn-Sham gap (spin up / spin down)	7.738 / 7.741	eV
E_tot	-488.2397	Eh


> Among the records above, which one has the highest E_tot?

C5H14Si